1.
C3H10NO | the ωB97M-V functional and the def2-TZVPD basis

XYZ file:
```
15
Properties=species:S:1:pos:R:3:forces:R:3
C 0.407066 1.642169 -2.032860 0.2255 -0.1093 -0.3601
C 0.534582 -1.016675 0.690080 0.2422 -0.6811 0.4915
C 0.034672 -0.850875 2.024290 -1.6074 -1.0270 0.3869
O -1.168476 -1.553136 2.202905 -0.3081 -0.0815 -0.5433
N -0.665033 0.819142 -1.495489 -0.2752 -0.3220 -0.1290
H 1.363351 1.460009 -1.545139 -0.0949 0.0356 0.1987
H 0.565534 1.360217 -3.077139 -0.0876 0.0970 -0.0326
H -0.139747 -1.514132 -0.005711 0.0428 0.2746 -0.3116
H 1.594344 -1.064074 0.460818 0.1012 0.6901 -0.1598
H 0.710942 -1.344200 2.750563 0.8619 0.6478 -0.1317
H -0.241358 0.152574 2.373103 0.9130 0.3955 -0.0617
H -1.107320 -2.393074 1.728102 -0.3339 -0.1503 0.3392
H 0.191682 2.707771 -2.005347 0.0141 0.0249 0.1601
H -0.514989 0.320816 -0.626376 0.2616 0.0277 0.1210
H -1.565249 1.273468 -1.441800 0.0449 0.1779 0.0325
```
Forces are in eV/Å.

Values from the calculation:
- 2S+1 = 1
- LUMO (Eh) = -0.31116
- energy (eV) = -6799.1693
- energy relative to the best compared isomer or geometry (same formula, charge and spin) (kJ/mol) = 496.07
- charge = +1
- HOMO level (eV) = -13.318

2.
C22H52F30N2O2P6 | the ωB97M-V functional and the def2-TZVPD basis

XYZ file:
```
114
Properties=species:S:1:pos:R:3:forces:R:3
C 12.292410 8.532450 -23.938450 -0.4253 -0.1552 -0.3640
C 12.368830 9.195840 -22.554990 -0.7384 -0.1153 -0.8294
C 13.747000 9.321070 -21.923360 -0.0073 -0.7314 -0.0016
C 14.157850 8.070100 -21.105400 -1.3658 0.3583 -0.0922
P 15.792930 8.082490 -20.465880 2.5553 -0.1358 1.5233
C 16.835980 7.653640 -21.915020 0.5205 -0.1516 0.8864
C 18.354060 7.160970 -21.662110 -0.7661 1.4792 0.0386
C 19.235810 7.233320 -22.898370 -1.0885 -0.6518 -0.6624
C 20.649260 6.720490 -22.649120 -0.8272 0.4478 -0.4628
C 16.091780 6.749510 -19.199420 -1.7331 0.2768 -0.6605
C 15.486300 5.363630 -19.639530 1.0879 -1.3050 -0.5757
C 16.442280 4.126720 -19.453820 -0.2872 -0.5490 1.6707
C 16.385070 3.521010 -18.028170 0.8609 1.8870 0.9561
C 16.237460 9.732950 -19.793630 -0.3363 0.8739 -0.0900
C 17.703900 10.142360 -19.757660 0.2383 -0.0086 1.2195
C 18.610740 9.602990 -18.601730 0.7338 0.3448 -1.8245
C 20.059330 9.710610 -19.181080 0.6802 -0.7093 1.3544
H 11.309360 8.752300 -24.354860 -0.0713 0.1932 -0.0995
H 12.321520 7.445270 -24.011140 0.3795 -0.1436 0.5734
H 13.018740 8.905670 -24.660430 0.1589 0.1993 0.1532
H 11.603480 8.730510 -21.933860 0.3391 -0.2864 0.4642
H 11.931340 10.182360 -22.708150 0.3547 0.3209 0.0549
H 13.755960 10.222410 -21.310500 0.2643 -0.1635 0.0964
H 14.464000 9.410740 -22.739430 0.1314 0.4403 -0.0301
H 14.132180 7.168520 -21.717430 -0.2986 -0.0421 -0.1262
H 13.456940 7.935090 -20.281630 0.0102 -0.0529 0.1146
H 16.736120 8.522980 -22.564930 0.5799 0.1967 -0.1600
H 16.130370 6.954610 -22.363970 0.6060 -0.7079 -0.3508
H 18.465320 6.213500 -21.134840 -0.4669 -0.1407 -0.1795
H 18.855870 7.889860 -21.025710 -0.4640 0.0105 0.6220
H 19.195090 8.243040 -23.306930 0.2764 0.2932 0.1971
H 18.751030 6.640690 -23.674170 0.1007 -0.2776 -0.3124
H 21.226890 6.982790 -23.535480 0.3743 -0.0893 0.2014
H 20.597530 5.634950 -22.565330 0.3649 0.1026 0.3658
H 21.037690 7.205560 -21.753610 0.3593 -0.3671 -0.0109
H 15.532340 7.096310 -18.330600 0.0703 0.0402 0.1825
H 17.141900 6.817670 -18.915330 0.1472 -0.4763 -0.3006
H 15.261340 5.258040 -20.700830 0.0638 0.8539 -0.4062
H 14.515220 5.155620 -19.190270 0.1244 0.2977 0.4884
H 17.452850 4.451750 -19.701200 0.0897 -0.2936 -0.0798
H 16.180820 3.213430 -19.988270 -0.2755 0.7010 -1.2587
H 16.935570 4.178080 -17.354880 -0.0719 0.3442 0.2328
H 16.909650 2.591790 -17.805740 -0.3851 -0.3243 -0.7385
H 15.364720 3.559080 -17.646690 -0.1016 -0.5167 -0.0917
H 15.757170 10.023230 -18.859200 -0.0663 -0.9567 0.3287
H 15.799060 10.512390 -20.416830 -0.3823 -0.4070 -0.7475
H 17.711860 11.222190 -19.609360 -0.1231 0.1672 -0.2444
H 18.132840 9.982300 -20.746850 0.2919 -0.2061 0.1156
H 18.322870 8.602620 -18.278480 0.3568 -0.2873 -0.4141
H 18.544070 10.179970 -17.679370 -0.2138 0.3459 -0.2140
H 20.768220 9.181790 -18.543950 -0.1342 -0.3443 0.0702
H 20.524640 10.696280 -19.187880 -0.7410 0.4951 -0.1184
H 20.215790 9.283610 -20.171680 -0.4043 -0.0759 -0.0379
C 17.933230 5.114480 -12.798640 -0.3784 -1.2679 -1.7740
C 17.739120 5.398410 -14.284160 -1.6889 0.4303 0.6808
O 16.645020 5.346610 -14.843930 3.7183 0.4680 0.4047
N 19.043330 6.009620 -14.929100 -2.3274 1.5384 -1.3794
H 19.606820 6.541520 -14.281290 -0.1007 -0.1189 1.3890
H 19.698640 5.302970 -15.231280 0.2156 -1.0685 -0.8599
C 18.711590 7.104760 -15.968980 -0.0295 -1.5001 -0.3559
H 17.108050 4.461390 -12.514640 -0.3634 0.5786 0.2865
H 17.974880 6.081210 -12.296850 0.3526 -0.2440 0.3122
H 18.768210 4.421970 -12.692140 0.6614 0.6641 0.2531
H 18.300820 6.609840 -16.849000 -0.0688 -0.0753 0.1491
H 19.630910 7.588150 -16.299530 -0.0188 -0.0382 0.5046
H 17.971730 7.782130 -15.542510 0.3120 -0.0815 0.1298
C 10.550470 7.223930 -14.009470 0.2710 -0.9138 1.2576
C 11.853580 7.481220 -13.290820 1.0890 3.3646 0.3653
O 12.040440 8.361100 -12.468500 -0.5238 -2.6268 -1.6461
N 13.105470 6.761520 -13.800050 -0.3376 -0.4122 1.0728
H 12.875890 6.019830 -14.446030 -0.3250 -0.6809 0.1033
H 13.571770 7.382920 -14.445440 0.6957 1.1190 -0.0051
C 13.980940 6.226300 -12.666030 -0.3754 -0.5951 0.1840
H 10.529340 7.266890 -15.098420 0.4437 0.3837 0.1439
H 9.807630 7.843820 -13.507460 0.0730 0.1112 -0.4109
H 10.323680 6.194710 -13.731320 -0.3286 -0.3131 -0.1340
H 14.229360 6.974600 -11.913410 -0.4541 0.1242 -0.3506
H 14.909430 5.769530 -13.008640 -0.2144 0.2215 -0.5772
H 13.370510 5.428100 -12.243710 0.2644 0.1174 0.4108
P 21.607790 5.745160 -18.085540 -0.4422 -2.3600 0.0768
F 20.343160 4.787870 -17.516160 0.9251 0.7422 0.7589
F 20.442090 6.748110 -18.524250 -0.4139 1.7033 -0.1308
F 21.884990 6.526030 -16.705880 -1.4623 -0.5213 0.8318
F 22.772580 6.690510 -18.633430 0.1677 0.0627 -1.7127
F 22.647470 4.597310 -17.688520 -0.0627 0.1528 -0.0535
F 21.336370 4.997530 -19.534560 0.8624 0.4041 -0.0875
P 13.972220 9.089490 -16.506790 -1.4850 1.2568 1.0256
F 14.179860 9.125890 -14.919450 -0.0273 0.4006 1.2445
F 13.932680 10.713470 -16.496740 0.8120 -0.5234 -0.7988
F 15.577390 9.033780 -16.651840 -0.8865 -0.2154 -1.2671
F 13.566650 9.020670 -18.101390 2.1190 -0.4896 0.0407
F 13.860220 7.454670 -16.258340 0.5580 -0.2860 -1.7088
F 12.373760 9.132870 -16.339710 -1.1425 -0.2593 1.0868
P 20.895650 8.105440 -12.758820 0.7129 0.4734 1.7678
F 20.086440 7.873610 -11.394580 0.0351 0.2562 1.2316
F 22.351760 7.978570 -11.947130 -1.3530 0.3417 -1.6423
F 20.829940 6.478120 -12.876490 0.4312 0.1151 -1.1651
F 21.489790 8.246810 -14.285350 0.5805 -0.0868 1.6069
F 19.451500 8.290800 -13.447950 -1.4002 -0.5185 -1.0280
F 20.841720 9.704980 -12.472630 1.0436 -0.1977 -0.4986
P 14.451780 3.905960 -9.523200 0.8676 -0.4495 1.3772
F 14.546760 2.330010 -9.115780 0.2882 -0.1632 -1.2139
F 15.311110 4.180330 -8.194550 0.9242 0.3528 -0.0246
F 15.745140 3.843500 -10.527470 -0.5065 -0.4949 0.6619
F 14.488230 5.538780 -9.769950 -1.1061 -0.4917 -0.4104
F 13.477600 3.579950 -10.769420 0.1078 0.4124 -0.6077
F 13.129210 3.957330 -8.606720 -0.7873 0.9650 0.0555
P 20.349450 1.742360 -14.445810 -1.2248 0.1079 0.0738
F 20.315510 0.153440 -14.139530 -0.2765 -0.1142 0.0765
F 21.090790 2.100800 -13.061720 0.1264 -0.2707 -0.5629
F 21.759800 1.387110 -15.217640 -0.9451 1.6710 0.1945
F 20.296100 3.411710 -14.777250 0.6805 -0.9156 0.5731
F 19.453440 1.656150 -15.792750 0.7467 -0.9981 -0.5110
F 18.883370 1.810680 -13.660250 0.6257 0.7556 0.1596
```
Forces are in eV/Å.

Values from the calculation:
- 2S+1 = 1
- LUMO (Eh) = 0.08760
- energy (eV) = -168022.6899
- charge = -2
- HOMO level (eV) = -6.785

3.
C26H45ClF3PPm | the ωB97M-V functional and the def2-TZVPD basis

XYZ file:
```
77
Properties=species:S:1:pos:R:3:forces:R:3
Pm 0.233169 0.183471 0.317270 1.4789 -0.2210 -0.9355
P -1.528130 -2.009292 0.073666 0.7208 1.0022 0.0629
Cl 1.037310 -1.160823 2.392644 0.0956 -0.3622 0.8238
C 1.240452 -0.955484 -1.237982 0.5278 -0.0602 0.2318
H 1.301305 -1.041775 -2.328869 0.0698 -0.1606 -0.0869
H 2.025525 -1.639389 -0.786222 -0.5886 0.4925 -0.2230
C -2.276866 -1.672073 1.772086 -0.0101 -0.9426 -0.6335
C -0.384218 -3.483652 0.193956 -0.4404 0.4657 0.2259
C -3.507874 -2.519401 2.083588 -0.2360 0.2210 0.7328
H -1.459418 -1.945631 2.461048 -0.1782 0.0082 -0.2409
C -3.947006 -2.277039 3.537779 -0.1099 -0.0850 -0.1129
H -4.323877 -2.244411 1.399383 0.0435 -0.0556 0.1699
H -3.309956 -3.591306 1.933066 0.0431 0.3568 0.0000
C -4.222439 -0.793553 3.808077 0.0133 -0.1704 -0.0959
H -4.835309 -2.879183 3.760270 0.0356 0.0722 0.0852
H -3.144023 -2.622907 4.204479 -0.1032 0.0341 -0.0814
C -3.029345 0.078479 3.428506 0.1555 -0.0207 -0.2011
H -5.097237 -0.482288 3.223752 -0.0024 -0.0065 0.0186
H -4.470589 -0.644764 4.863755 -0.0281 0.0084 -0.0618
C -2.551769 -0.168861 1.980286 -0.2552 0.0468 0.4706
H -3.273440 1.139014 3.560396 0.0285 -0.1031 0.0120
H -2.184393 -0.143810 4.094831 -0.1034 0.0315 -0.0740
H -3.320302 0.167682 1.267608 0.1121 0.0084 0.1022
H -1.664393 0.492155 1.855502 -0.5470 -0.5787 0.0174
C -2.775482 -2.330163 -1.241269 -0.0817 -0.2688 0.5692
C 0.063158 -3.947806 -1.199591 -0.0209 -0.2437 0.0875
H 0.497453 -3.024838 0.675490 -0.2637 -0.1043 -0.1927
C 1.153866 -5.018456 -1.055677 -0.1707 0.1406 0.0502
H -0.787861 -4.353136 -1.768658 0.1459 -0.0786 0.0712
H 0.458219 -3.080621 -1.746574 -0.1476 -0.1145 0.2095
C 0.701970 -6.168145 -0.154625 -0.0142 0.0184 0.0579
H 1.430637 -5.399165 -2.044455 0.0308 0.0178 0.0620
H 2.047563 -4.545189 -0.625592 -0.1098 -0.0413 -0.0680
C 0.238278 -5.672117 1.218703 -0.0689 0.0257 0.0550
H -0.127759 -6.698629 -0.640305 0.0106 0.0020 0.0095
H 1.514745 -6.892283 -0.033315 -0.0575 0.0000 0.0002
C -0.865549 -4.611974 1.104496 0.1905 -0.2453 -0.1341
H -0.119749 -6.511515 1.825113 0.0826 0.0061 -0.0192
H 1.088802 -5.224938 1.752265 -0.0926 -0.0592 -0.0815
H -1.782570 -5.064312 0.698808 0.1475 -0.0402 0.1323
H -1.103844 -4.222786 2.104821 0.0596 -0.0619 -0.2153
C -3.819105 -1.202270 -1.337281 0.0446 -0.0583 -0.1755
H -2.191527 -2.297450 -2.181081 0.0156 -0.0574 0.3324
C -4.693175 -1.416969 -2.582126 0.0817 -0.0026 0.2527
H -4.441454 -1.181959 -0.426806 0.0916 -0.0378 -0.2707
H -3.322205 -0.225672 -1.414979 -0.1828 -0.4160 0.0486
C -5.335451 -2.805904 -2.574448 0.0533 -0.0929 0.0003
H -5.461872 -0.636437 -2.628588 0.0564 -0.1075 -0.0843
H -4.055931 -1.306140 -3.472257 -0.1228 -0.0127 0.1113
C -4.298002 -3.921522 -2.398696 0.0461 -0.0915 0.2814
H -6.056754 -2.858276 -1.748355 0.0259 -0.0059 -0.0517
H -5.893766 -2.964316 -3.500938 -0.0563 0.0041 0.0277
C -3.436559 -3.702695 -1.142458 -0.4390 -0.0532 -0.5324
H -4.781421 -4.903967 -2.336863 -0.0506 0.1297 -0.1480
H -3.627622 -3.937244 -3.271128 -0.1220 -0.0334 0.0923
H -4.056345 -3.749542 -0.232879 0.0893 -0.0349 -0.2958
H -2.686372 -4.501174 -1.068034 -0.2337 0.2879 -0.0152
C -1.608832 1.600219 -1.321360 -0.3744 -0.3256 -1.1589
C -1.002931 0.818819 -2.258441 -0.9432 0.3685 0.4371
H -2.405179 1.213955 -0.649224 0.7709 -0.0096 -0.4059
C 0.022263 1.336120 -3.225041 0.3041 0.4799 -0.0020
H -1.201227 -0.260775 -2.319561 -0.0613 0.4802 0.1828
C 0.621183 2.656655 -2.735972 0.1894 0.0300 0.1843
H 0.796055 0.575214 -3.333908 -0.0060 0.1247 0.0435
H -0.386923 1.524318 -4.229831 -0.3330 -0.2789 0.1960
C -0.482170 3.635090 -2.331992 0.0791 -0.0743 -0.0046
H 1.288087 2.471950 -1.880996 -0.1505 -0.0049 -0.2486
H 1.232067 3.100997 -3.531395 -0.0275 -0.0731 0.1427
C -1.361647 3.080757 -1.199366 0.4926 0.2511 -0.0061
H -0.047231 4.593130 -2.028135 -0.0605 -0.1131 0.0008
H -1.106516 3.831947 -3.213665 -0.0474 -0.0094 0.0896
H -0.880877 3.267903 -0.226597 0.0532 0.0843 -0.1052
H -2.293200 3.659124 -1.177311 -0.0899 -0.3198 0.0758
F 2.555526 1.898023 1.849665 0.4321 0.5191 -0.1184
C 1.998635 1.986236 0.588484 -0.3999 -0.5873 -0.4248
F 1.630691 3.333317 0.452741 0.4514 0.4578 0.1342
F 3.061312 1.830298 -0.298878 0.0611 0.6490 0.6144
```
Forces are in eV/Å.

Values from the calculation:
- 2S+1 = 5
- LUMO (spin up / spin down) (Eh) = 0.08897 / 0.08894
- energy (eV) = -74210.8483
- <S²> = 6.023
- energy relative to the best compared isomer or geometry (same formula, charge and spin) (kJ/mol) = 0.00
- charge = -1
- HOMO level (spin up / spin down) (eV) = -2.120 / -2.192

4.
C5H11N2S | the ωB97M-V functional and the def2-TZVPD basis

XYZ file:
```
19
Properties=species:S:1:pos:R:3:forces:R:3
C 0.137494 0.602615 -0.326800 -0.3888 -0.0280 -0.9521
C -1.436464 -0.627734 0.870930 1.2617 0.3526 -0.8786
C -0.011918 -0.960902 1.286045 0.6172 -0.3276 0.0947
C -1.311484 0.711805 0.085275 -1.0962 -0.0264 0.4990
C 2.127839 -0.790143 -0.241591 0.8229 2.0872 -3.1262
N 0.777687 -0.456733 0.152688 -0.6406 2.0220 1.2649
N 0.704608 1.315029 -1.260732 1.8044 0.3959 -0.3689
S -2.364692 0.927437 -1.453454 1.6060 -1.2366 -0.0981
H -1.724040 -1.415128 0.182251 -0.5574 -0.0296 0.1050
H -1.978469 -0.596408 1.769345 -1.4580 0.1529 0.7201
H 0.326543 -0.635086 2.281569 -0.0919 0.5633 -0.4866
H 0.112363 -2.002605 1.296868 0.1221 -1.5938 0.1162
H -1.687297 1.584314 0.703281 1.4363 -0.8279 -0.5339
H 2.841715 0.131476 -0.511236 -1.6443 -1.5523 1.0671
H 2.694261 -1.339903 0.448528 0.2210 -1.0309 1.0067
H 2.023241 -1.269503 -1.247729 0.4201 -0.1769 0.9375
H 0.296355 2.022167 -1.860191 -0.3396 -0.1525 0.4937
H 1.721963 1.157129 -1.319556 -0.9459 0.4854 -0.5404
H -3.249706 1.642175 -0.855489 -1.1488 0.9234 0.6800
```
Forces are in eV/Å.

Values from the calculation:
- 2S+1 = 1
- LUMO (Eh) = -0.12652
- energy (eV) = -19172.1265
- energy relative to the best compared isomer or geometry (same formula, charge and spin) (kJ/mol) = 73.28
- charge = +1
- SMILES = CN1CC[C@H](S)C1=[NH2+]
- HOMO level (eV) = -13.433